Record 1
Here is a structure of composition C35H39ClN5O6TcTe from the OMol25 dataset. Energies are from the ωB97M-V functional and the def2-TZVPD basis.

Element x y z (Å)
Tc (0.232, 0.082, -0.294)
O (0.169, 0.437, 1.864)
C (0.822, 1.659, 2.367)
C (2.243, 1.342, 2.799)
C (2.881, 0.191, 2.021)
C (3.275, 0.413, 0.582)
C (4.543, 0.898, 0.300)
C (5.026, 0.881, -0.996)
C (4.243, 0.306, -1.983)
C (2.973, -0.106, -1.655)
N (2.449, -0.003, -0.411)
H (-0.778, 0.526, 2.075)
H (0.240, 2.005, 3.220)
H (0.785, 2.418, 1.595)
H (2.244, 1.048, 3.850)
H (2.841, 2.251, 2.714)
H (2.207, -0.660, 2.069)
H (3.793, -0.090, 2.546)
H (5.157, 1.259, 1.116)
H (6.010, 1.274, -1.223)
H (4.593, 0.199, -3.001)
H (2.326, -0.522, -2.415)
O (-1.261, 2.068, -2.358)
Cl (0.280, 1.491, -1.855)
O (1.268, 2.111, -2.673)
O (0.054, 0.079, -2.474)
O (0.306, 2.237, -0.504)
N (1.836, -4.914, 1.127)
C (1.150, -4.130, 0.268)
C (0.948, -2.762, 0.513)
N (0.235, -2.017, -0.325)
C (-0.331, -2.607, -1.394)
C (-0.093, -3.949, -1.631)
N (0.649, -4.701, -0.830)
H (2.358, -4.531, 1.893)
H (2.024, -5.864, 0.848)
H (1.380, -2.276, 1.377)
H (-0.926, -2.000, -2.060)
H (-0.510, -4.428, -2.510)
C (-6.343, -6.055, 4.621)
C (-5.543, -5.056, 3.835)
C (-4.385, -5.434, 3.159)
C (-3.645, -4.530, 2.416)
C (-2.392, -5.008, 1.711)
C (-4.071, -3.186, 2.391)
Te (-2.792, -1.854, 1.398)
N (-1.818, 0.216, -0.238)
C (-2.577, 1.114, -0.685)
O (-2.092, 2.331, -1.269)
C (-4.061, 1.150, -0.631)
C (-4.787, -0.039, -0.676)
C (-6.171, -0.018, -0.610)
C (-6.841, 1.193, -0.504)
C (-6.126, 2.384, -0.497)
C (-4.741, 2.368, -0.576)
C (-2.786, -0.399, 2.926)
C (-3.338, 0.860, 2.678)
C (-3.332, 1.825, 3.672)
C (-2.772, 1.529, 4.908)
C (-2.221, 0.277, 5.144)
C (-2.211, -0.716, 4.165)
C (-1.612, -2.065, 4.481)
C (-5.271, -2.785, 3.007)
C (-5.845, -1.392, 2.901)
C (-5.972, -3.734, 3.733)
H (-5.825, -7.009, 4.706)
H (-7.306, -6.233, 4.138)
H (-6.554, -5.680, 5.624)
H (-4.054, -6.466, 3.213)
H (-2.394, -6.093, 1.626)
H (-1.493, -4.723, 2.267)
H (-2.311, -4.603, 0.698)
H (-4.274, -0.978, -0.839)
H (-6.730, -0.945, -0.667)
H (-7.923, 1.211, -0.455)
H (-6.650, 3.330, -0.446)
H (-4.190, 3.299, -0.586)
H (-3.793, 1.081, 1.719)
H (-3.777, 2.795, 3.485)
H (-2.770, 2.273, 5.695)
H (-1.793, 0.054, 6.115)
H (-0.853, -1.978, 5.258)
H (-1.152, -2.522, 3.602)
H (-2.381, -2.752, 4.842)
H (-5.486, -0.863, 2.018)
H (-5.596, -0.795, 3.782)
H (-6.931, -1.441, 2.836)
H (-6.898, -3.442, 4.218)

## Properties
highest occupied orbital energy (alpha / beta) = -13.49 / -13.77 eV
orbital gap (alpha / beta) = 7.6 / 5.9 eV
⟨S²⟩ = 2.03
relative energy (zero: lowest compared OMol25 entry of this formula, charge and spin) = 163.7 kcal per mole
maximum force = 0.873 eV/Å
net charge = +2
spin multiplicity = 3

Löwdin atomic charge list, values in e, 2 entries: number 1, Tc, carries 1.358; number 2, O, carries -0.205

***

Record 2
Here is a cluster of 2 separate species, C35H39N3O6 in total from the OMol25 dataset. Energies are from the ωB97M-V functional and the def2-TZVPD basis.

Element x y z (Å)
C (2.818, -2.465, -0.204)
N (2.128, -2.029, 0.987)
C (2.858, -1.762, 2.120)
O (4.051, -2.008, 2.271)
C (1.939, -1.080, 3.108)
C (2.362, 0.370, 3.345)
C (2.520, 1.121, 2.044)
C (3.726, 1.044, 1.338)
C (3.875, 1.689, 0.110)
C (2.810, 2.425, -0.423)
C (1.616, 2.539, 0.297)
C (1.486, 1.916, 1.543)
N (0.628, -1.191, 2.457)
C (-0.429, -0.512, 2.955)
C (-1.574, -0.185, 2.234)
C (-2.818, 0.036, 2.827)
C (-4.036, -0.189, 2.076)
C (-5.232, -0.598, 2.717)
C (-6.364, -0.969, 2.010)
C (-6.357, -0.925, 0.608)
C (-5.198, -0.507, -0.063)
C (-4.060, -0.132, 0.652)
C (0.686, -1.884, 1.141)
C (-0.089, -3.261, 0.996)
C (0.487, -4.267, 1.992)
C (0.057, -3.776, -0.434)
C (-1.574, -3.077, 1.262)
H (3.791, -1.963, -0.256)
H (3.003, -3.549, -0.187)
H (2.233, -2.204, -1.090)
H (1.935, -1.666, 4.041)
H (1.633, 0.859, 4.001)
H (3.331, 0.319, 3.858)
H (4.549, 0.457, 1.754)
H (4.821, 1.606, -0.428)
H (2.915, 2.909, -1.396)
H (0.780, 3.115, -0.104)
H (0.570, 2.032, 2.128)
H (-0.339, -0.231, 4.010)
H (-1.481, -0.132, 1.143)
H (-2.887, 0.194, 3.901)
H (-5.241, -0.614, 3.803)
H (-7.258, -1.288, 2.547)
H (-7.254, -1.193, 0.046)
H (-5.184, -0.471, -1.156)
H (-3.173, 0.205, 0.110)
H (0.312, -1.205, 0.350)
H (0.347, -3.927, 3.024)
H (-0.041, -5.223, 1.876)
H (1.554, -4.449, 1.811)
H (-0.146, -2.982, -1.165)
H (1.044, -4.206, -0.631)
H (-0.674, -4.578, -0.610)
H (-2.009, -2.327, 0.589)
H (-2.092, -4.029, 1.076)
H (-1.771, -2.792, 2.299)
C (0.628, 5.000, 6.293)
C (-0.280, 4.012, 6.980)
O (-1.191, 3.464, 6.002)
C (-1.980, 2.515, 6.590)
C (-2.932, 1.886, 5.696)
C (-3.992, 1.097, 6.189)
O (-4.836, 0.578, 5.422)
C (-4.187, 0.807, 7.678)
C (-4.335, 1.802, 8.657)
C (-4.583, 1.470, 9.986)
C (-4.670, 0.113, 10.353)
N (-4.706, -0.258, 11.729)
O (-4.721, -1.479, 12.011)
O (-4.709, 0.640, 12.603)
C (-4.610, -0.894, 9.371)
C (-4.393, -0.534, 8.047)
O (-1.822, 2.287, 7.793)
H (1.346, 5.387, 7.023)
H (1.197, 4.531, 5.483)
H (0.066, 5.851, 5.893)
H (0.312, 3.199, 7.426)
H (-0.840, 4.519, 7.782)
H (-2.902, 2.180, 4.654)
H (-4.270, 2.856, 8.392)
H (-4.672, 2.229, 10.759)
H (-4.711, -1.933, 9.672)
H (-4.373, -1.315, 7.284)

## Properties
highest occupied orbital energy = -6.99 eV
orbital gap = 4.6 eV
relative energy (zero: lowest compared OMol25 entry of this formula, charge and spin) = 0.0 kcal per mole
maximum force = 2.857 eV/Å

Löwdin atomic charge list, values in e, 2 entries: number 1, C, carries -0.020; number 2, N, carries -0.026